Formula: C17H19MoN4O3SbSe4
Source: the OMol25 dataset
Level of theory: ωB97M-V/def2-TZVPD

The value obtained for the calculated total energy is -11017.702242 a.u. For the relative energy (zero: lowest compared OMol25 entry of this formula, charge and spin), the calculation gives 0.66 kcal per mole. The total charge is +2. The gap between HOMO and LUMO (alpha / beta) comes out at 6.08 / 6.06 eV.

Each line ends with the Mulliken charge.
CARTESIAN COORDINATES (ANGSTROEM)
1 Mo 0.07231 1.15227 0.19675  -0.084
2 O 3.25782 1.43151 2.83774  -0.597
3 C 2.28860 1.65823 2.16793  -0.076
4 N 1.71547 0.77066 1.25763  0.530
5 C 1.95057 -0.64365 1.54330  -1.280
6 C 0.65541 -1.18452 2.09525  1.101
7 C 0.58603 -2.29953 2.90485  -0.960
8 C -0.64939 -2.70387 3.38395  -0.299
9 C -1.77743 -1.97565 3.03397  -0.963
10 C -1.63075 -0.87888 2.21227  -0.280
11 N -0.43724 -0.48224 1.74657  0.564
12 C 1.52078 2.93066 2.24486  0.688
13 C 1.96342 3.98844 3.00400  -0.846
14 C 1.16689 5.12109 3.08500  -0.292
15 C -0.03941 5.12852 2.40433  -1.041
16 C -0.40849 4.02360 1.66190  0.089
17 N 0.35861 2.93064 1.57302  0.524
18 H 2.76413 -0.74509 2.25926  0.601
19 H 2.22719 -1.18231 0.63671  0.206
20 H 1.49286 -2.82568 3.17329  0.514
21 H -0.72984 -3.56386 4.03575  0.454
22 H -2.75828 -2.24417 3.39874  0.464
23 H -2.48870 -0.28760 1.92416  0.352
24 H 2.91110 3.89475 3.51564  0.538
25 H 1.47592 5.97361 3.67453  0.470
26 H -0.70270 5.98128 2.44035  0.448
27 H -1.34119 4.02397 1.12066  0.439
28 Se -2.08877 1.59533 -4.17715  -0.318
29 Sb -1.27617 3.03630 -2.54926  0.935
30 Se 1.07861 2.28876 -1.57251  -0.090
31 Se -2.11983 1.71973 0.11657  -0.355
32 Se -1.50770 5.22284 -1.78977  -0.299
33 O 0.80578 -0.22490 -2.93353  -0.595
34 C 0.39693 -0.94663 -2.04601  0.385
35 O 0.11531 -0.61577 -0.81962  0.182
36 C 0.16840 -2.43297 -2.33385  -0.416
37 N 0.58951 -2.65914 -3.76376  -0.046
38 C -0.59051 -3.22568 -4.52610  -0.642
39 C -1.77695 -2.70043 -3.73561  -0.407
40 C -1.31184 -2.84220 -2.28249  -0.684
41 H 0.79141 -3.02290 -1.66520  0.395
42 H 1.41551 -3.24892 -3.84382  0.360
43 H 0.84140 -1.71802 -4.11185  0.397
44 H -0.52604 -4.31051 -4.47687  0.344
45 H -0.53994 -2.90327 -5.56162  0.392
46 H -2.68332 -3.26188 -3.94727  0.447
47 H -1.96016 -1.65132 -3.97728  0.044
48 H -1.40062 -3.87547 -1.94786  0.402
49 H -1.86472 -2.21515 -1.58752  0.306

---

Formula: C17H19N
Source: the OMol25 dataset
Level of theory: ωB97M-V/def2-TZVPD

Its spin multiplicity is 2. The value obtained for the calculated total energy is -713.628120 a.u. As for the expectation value of S²: 0.767. For the relative energy (zero: lowest compared OMol25 entry of this formula, charge and spin), the calculation gives 34.25 kcal per mole. The total charge is +1. The gap between HOMO and LUMO (alpha / beta) comes out at 7.30 / 3.74 eV.

Each line ends with the Mulliken spin population.
CARTESIAN COORDINATES (ANGSTROEM)
1 C -4.22564 0.73589 -2.12227  0.000
2 C -4.25655 2.17770 -1.54440  0.000
3 C -3.51830 -0.25866 -1.23592  0.000
4 C -3.89648 -1.60789 -1.35265  0.000
5 C -2.48041 0.02511 -0.35975  0.001
6 C -3.25614 -2.67175 -0.72450  0.001
7 C -1.90220 -1.02398 0.33269  0.003
8 C -2.10971 -2.37608 0.00443  0.000
9 H -5.18251 0.42482 -2.54544  0.000
10 H -3.54637 0.61805 -2.99754  0.000
11 H -3.44685 2.30638 -0.84829  0.000
12 H -4.71499 -1.90105 -1.98999  0.000
13 H -2.18118 0.99184 0.01440  0.000
14 H -3.66957 -3.66284 -0.75558  0.000
15 H -1.12080 -0.98487 1.07836  -0.003
16 H -1.38499 -3.10548 0.31463  -0.001
17 H -5.16507 2.37320 -0.95182  0.000
18 H -4.25253 2.90434 -2.35290  0.000
19 C 4.79598 2.30402 1.55864  0.008
20 C 2.52258 -0.18237 0.06106  -0.004
21 C 3.16037 0.37617 1.18894  -0.021
22 C 3.84433 1.59041 0.68632  0.223
23 C 3.32982 1.83587 -0.56920  0.198
24 C 1.94960 -1.43578 0.13966  0.085
25 C 2.10175 -2.16932 1.32738  0.069
26 C 2.70148 -1.56971 2.41949  -0.016
27 C 3.26647 -0.28610 2.39831  0.170
28 N 2.47545 0.80653 -0.90975  0.249
29 H 1.39509 -1.88472 -0.65700  0.001
30 H 1.73991 -3.18296 1.40588  0.001
31 H 1.79689 0.95180 -1.64688  -0.013
32 H 2.73670 -2.15151 3.33374  0.000
33 H 3.55078 2.45911 -1.41216  0.001
34 H 3.90151 0.09862 3.18874  0.007
35 H 4.79534 3.37973 1.39788  0.003
36 H 5.80232 1.87084 1.53865  0.031
37 H 4.44395 2.22465 2.58685  0.007

---

Formula: C17H19N3O2
Source: the OMol25 dataset
Level of theory: ωB97M-V/def2-TZVPD

The value obtained for the calculated total energy is -973.450345 a.u. The SMILES is CC(=O)N[C@@H](CC(=O)NCc1ccncc1)c1ccccc1. For the relative energy (zero: lowest compared OMol25 entry of this formula, charge and spin), the calculation gives 363.29 kcal per mole. The total charge is 0. The gap between HOMO and LUMO comes out at 8.51 eV.

Each line ends with the Mulliken charge.
CARTESIAN COORDINATES (ANGSTROEM)
1 C -0.54952 -3.66706 -0.94692  -2.067
2 C -0.40862 -2.66120 0.08950  0.989
3 O 0.46594 -2.55716 0.91773  -0.691
4 N -1.50559 -1.78114 -0.00291  -0.159
5 C -1.97836 -0.82832 1.06337  -0.402
6 C -0.60812 0.12191 1.53435  -0.455
7 C 0.06807 0.78027 0.64843  0.251
8 O -0.19884 1.85486 0.06020  -0.755
9 N 0.99615 0.09171 0.19315  -0.004
10 C 1.97031 0.55942 -0.77490  -1.075
11 C 3.43400 0.80402 -0.66025  0.544
12 C 4.62101 0.38006 -1.22944  -0.281
13 C 5.81671 0.31544 -0.68262  -0.438
14 N 6.06798 1.04356 0.53241  -0.510
15 C 4.90404 1.10853 1.43858  -0.652
16 C 3.70759 1.00071 0.96146  -0.389
17 C -2.97747 0.11539 0.56114  0.592
18 C -2.74346 0.70730 -1.03352  0.114
19 C -3.64453 1.64371 -1.54366  -1.565
20 C -4.59582 2.07154 -0.69771  0.094
21 C -4.86399 1.88059 0.63260  -1.159
22 C -4.04040 0.84566 1.04945  0.085
23 H -0.62200 -3.12084 -1.98000  0.298
24 H 0.15665 -4.18177 -0.86711  0.842
25 H -1.41734 -4.35439 -0.79111  0.318
26 H -2.21924 -2.04625 -0.86123  0.404
27 H -2.45540 -1.30050 1.93793  0.429
28 H -0.05515 -0.68118 1.96987  0.458
29 H -1.10534 0.78639 2.55186  0.386
30 H 1.28426 -0.80769 0.47864  0.394
31 H 1.62525 1.43606 -1.22261  0.588
32 H 2.06856 0.07213 -1.80158  0.349
33 H 4.38638 -0.08861 -2.26535  0.170
34 H 6.71959 0.33533 -1.25238  0.362
35 H 5.17814 1.43085 2.21215  0.807
36 H 2.86139 1.38356 1.49793  0.279
37 H -1.86413 0.15601 -1.45430  0.170
38 H -3.51779 1.93031 -2.33622  0.936
39 H -5.32015 2.83223 -1.23594  0.127
40 H -5.59393 2.15686 1.25133  0.515
41 H -4.04679 0.23169 2.05767  0.101

---

Formula: C17H19N3O2S
Source: the OMol25 dataset
Level of theory: ωB97M-V/def2-TZVPD

The value obtained for the calculated total energy is -1372.140405 a.u. The SMILES is COc1ccc2nc(SCc3ncc(C)c(OC)c3C)[nH]c2c1. For the relative energy (zero: lowest compared OMol25 entry of this formula, charge and spin), the calculation gives 44.21 kcal per mole. The total charge is 0. The gap between HOMO and LUMO comes out at 8.00 eV.

Each line ends with the Mulliken charge.
CARTESIAN COORDINATES (ANGSTROEM)
1 C -2.22098 -5.23749 4.11789  -0.810
2 O -1.52369 -5.48921 2.92457  -0.427
3 C -1.38764 -4.47242 2.02331  0.784
4 C -0.67184 -4.80858 0.86022  -0.521
5 C -0.44287 -3.90203 -0.14759  -0.745
6 C -0.94682 -2.61577 0.01125  0.326
7 N -0.87984 -1.52118 -0.81538  -0.497
8 C -1.50804 -0.57748 -0.18320  0.124
9 S -1.76339 1.04073 -0.76100  -0.228
10 C -0.55690 1.05961 -2.14298  -1.007
11 C 0.72278 1.69968 -1.71332  0.371
12 N 1.73923 0.87111 -1.53118  -0.590
13 C 2.89793 1.35562 -1.13572  -0.806
14 C 3.12558 2.69917 -0.86361  0.912
15 C 4.46795 3.18756 -0.41667  -1.655
16 C 2.04524 3.56815 -1.03971  0.591
17 O 2.19538 4.92464 -0.80433  -0.589
18 C 2.01743 5.28969 0.54821  -0.749
19 C 0.81755 3.07761 -1.49080  0.930
20 C -0.34021 3.99499 -1.72756  -1.855
21 N -2.01108 -0.96577 1.03070  -0.043
22 C -1.66378 -2.28609 1.18241  0.097
23 C -1.89827 -3.19519 2.20128  -0.573
24 H -2.20194 -6.17301 4.67478  0.235
25 H -3.26126 -4.95388 3.92515  0.319
26 H -1.73554 -4.45494 4.71100  0.320
27 H -0.30327 -5.81938 0.78716  0.423
28 H 0.10769 -4.17049 -1.03380  0.434
29 H -1.03893 1.59717 -2.95770  0.569
30 H -0.38922 0.01302 -2.39153  0.521
31 H 3.69327 0.63006 -1.02468  0.405
32 H 4.58556 3.05138 0.65928  0.294
33 H 4.58082 4.24406 -0.64882  0.367
34 H 5.25617 2.62550 -0.91245  0.483
35 H 2.16432 6.36745 0.59273  0.253
36 H 2.74505 4.79535 1.19981  0.280
37 H 1.00808 5.04316 0.89641  0.304
38 H -0.04538 5.02469 -1.54482  0.416
39 H -1.17444 3.73442 -1.07651  0.372
40 H -0.68261 3.91191 -2.75828  0.388
41 H -2.53836 -0.39042 1.66467  0.181
42 H -2.45120 -2.90409 3.08000  0.397

---

Formula: C17H19N3O5S
Source: the OMol25 dataset
Level of theory: ωB97M-V/def2-TZVPD

The value obtained for the calculated total energy is -1597.146405 a.u. For the relative energy (zero: lowest compared OMol25 entry of this formula, charge and spin), the calculation gives 501.16 kcal per mole. The total charge is 0. The gap between HOMO and LUMO comes out at 7.38 eV.

Each line ends with the Mulliken charge.
CARTESIAN COORDINATES (ANGSTROEM)
1 C -3.64745 -1.13269 1.40142  -2.009
2 C -2.10559 -1.51199 1.12524  0.954
3 C -1.18776 -1.25138 2.13793  -0.519
4 C 0.02923 -1.74973 1.98512  -0.224
5 C 0.44133 -2.44177 0.66167  1.228
6 C -0.54094 -2.49567 -0.17976  -0.415
7 C -1.89838 -2.16597 0.09502  0.082
8 H -2.52362 -2.14603 -1.01297  0.168
9 H -0.20145 -2.78859 -1.26914  0.157
10 C 1.91594 -2.62587 0.60851  -1.908
11 N 2.50200 -1.14817 0.27693  0.022
12 C 2.68547 -0.90864 -1.12315  0.601
13 O 2.83267 -1.96043 -2.06684  -0.690
14 C 3.01673 0.59724 -1.15464  -1.078
15 N 1.86657 1.20584 -0.73150  -0.138
16 C 0.52001 0.96888 -0.96114  1.575
17 C -0.48329 1.32037 -0.34442  -0.273
18 C -1.82734 1.24755 -0.83963  -0.200
19 C -1.90374 0.74919 -2.18555  -0.751
20 C -0.93580 0.20066 -2.67935  -0.779
21 C 0.32471 0.32189 -2.38644  -1.841
22 H 1.07706 0.00885 -2.69571  1.374
23 H -1.04226 -0.25898 -3.67292  0.244
24 H -3.07485 0.57585 -2.32430  0.297
25 N -2.91556 2.00493 -0.43554  1.005
26 O -3.93961 1.53548 -0.56917  -0.574
27 O -2.67318 2.40165 0.72760  -0.654
28 H -0.39429 2.10941 0.53761  0.478
29 S 2.04795 1.79880 1.06866  0.817
30 O 1.24374 1.20592 1.95359  -0.338
31 O 3.53328 1.78589 1.18581  -0.726
32 C 1.76519 3.57195 0.63175  -0.983
33 H 1.79632 4.07572 1.76862  0.340
34 H 0.83190 3.61525 0.22656  0.438
35 H 2.58693 3.93856 0.19064  0.383
36 H 3.14696 0.96308 -2.21184  0.402
37 H 3.91666 0.83260 -0.82565  0.629
38 H 2.52582 -0.59603 1.22152  0.427
39 H 2.00769 -3.23725 -0.18861  0.677
40 H 2.20891 -2.85009 1.62634  0.429
41 H 0.74747 -1.65655 2.98819  0.053
42 H -1.81381 -0.84305 3.34026  0.077
43 H -4.26260 -0.90041 0.40336  0.198
44 H -3.84744 -0.44564 2.04153  0.649
45 H -4.35157 -1.92061 1.65437  0.397

---

Formula: C17H19N5O2OsS
Source: the OMol25 dataset
Level of theory: ωB97M-V/def2-TZVPD

The value obtained for the calculated total energy is -1571.805182 a.u. The total charge is +2. The gap between HOMO and LUMO (alpha / beta) comes out at 6.74 / 6.74 eV.

Each line ends with the Mulliken charge.
CARTESIAN COORDINATES (ANGSTROEM)
1 Os -0.64943 -0.15225 0.18193  1.243
2 O -1.83207 1.46450 0.26723  -0.578
3 C -2.44445 1.89035 1.33573  0.677
4 C -3.41861 2.89910 1.18179  -0.581
5 C -4.10279 3.37797 2.26361  -0.408
6 C -3.83931 2.91395 3.57446  -0.729
7 C -2.88437 1.96889 3.76228  -0.944
8 C -2.15684 1.42107 2.66082  0.423
9 C -1.11580 0.54146 2.95644  0.295
10 N -0.34365 -0.10012 2.08720  -0.110
11 C 0.88164 -0.78311 2.54303  -0.770
12 C 1.02720 -2.06644 1.74991  -0.733
13 N 0.54114 -1.83546 0.37147  -0.134
14 C 0.73252 -2.75477 -0.50549  0.098
15 C 0.00959 -2.84161 -1.74608  0.442
16 C 0.35620 -3.83615 -2.66994  -0.647
17 C -0.43087 -4.07503 -3.77610  -0.746
18 C -1.60797 -3.34838 -3.95007  -0.470
19 C -1.98574 -2.37755 -3.03708  -0.446
20 C -1.16761 -2.10664 -1.95339  0.603
21 O -1.57228 -1.09873 -1.12363  -0.824
22 H -3.63913 3.24061 0.17931  0.496
23 H -4.86888 4.12813 2.11454  0.420
24 H -4.39326 3.31449 4.41094  0.439
25 H -2.65749 1.60863 4.75814  0.404
26 H -0.88690 0.37996 4.00779  0.352
27 H 0.85209 -0.98718 3.61308  0.489
28 H 1.71696 -0.10799 2.34300  0.240
29 H 0.39863 -2.84160 2.19150  0.359
30 H 2.05895 -2.41775 1.74762  0.505
31 H 1.41588 -3.56968 -0.26943  0.396
32 H 1.24656 -4.42800 -2.49633  0.406
33 H -0.15122 -4.83760 -4.48873  0.433
34 H -2.24229 -3.54711 -4.80341  0.408
35 H -2.90243 -1.81648 -3.15721  0.472
36 N 0.80306 3.24493 1.27334  -0.529
37 N 0.43098 3.51097 -0.06595  -0.022
38 C 0.42110 2.59826 -1.00290  0.556
39 N 0.00007 2.87409 -2.22635  -0.373
40 S 1.10338 0.98193 -0.69597  -0.361
41 H 0.86647 4.14494 1.74079  0.278
42 H 1.74814 2.86691 1.25568  0.286
43 H -0.02213 4.40218 -0.22065  0.253
44 H -0.30761 3.79380 -2.50849  0.213
45 H 0.00547 2.14861 -2.92513  0.223